(1)
Entry from OMol25: a structure of composition C20H27BrNO2PV at a distorted geometry (ωB97M-V/def2-TZVPD).

Output
**Energy relative to the best compared isomer or geometry (same formula, charge and spin)**: 40.8 kcal per mole
**Multiplicity**: 4
**DFT total energy**: -4842.645422 Ha

CARTESIAN COORDINATES (ANGSTROEM)
C (1.821368, 2.454914, -3.275117)
C (2.624096, 1.659154, -2.468432)
C (2.083844, 1.021122, -1.342849)
C (0.715027, 1.051243, -1.076230)
C (-0.065788, 1.915786, -1.826810)
C (0.472550, 2.581293, -2.948927)
C (3.005645, 0.383470, -0.351115)
C (2.280787, 0.461451, 1.042703)
N (2.791514, 1.317164, 1.987737)
V (0.409628, -0.510840, 0.860832)
C (-1.531824, 2.144879, -1.445226)
P (-1.772329, 1.984971, 0.309722)
H (3.685523, 1.501995, -2.674962)
H (-0.194759, 3.181517, -3.575879)
H (2.249905, 2.945147, -4.161705)
H (-2.162323, 1.390560, -1.971634)
H (-1.880636, 3.160541, -1.751798)
H (3.081524, -0.703960, -0.590834)
H (4.020373, 0.808443, -0.293480)
H (1.178055, 0.855509, 1.071009)
C (-3.421353, 1.331707, 0.660773)
C (-1.214605, 3.442381, 1.266911)
H (2.293974, -0.674383, 1.465754)
C (2.813829, 2.722751, 1.707261)
C (2.745401, 0.978382, 3.399504)
H (-1.315444, 1.116885, 1.275877)
H (3.394676, 3.226417, 2.505905)
H (3.193271, 2.945805, 0.697592)
H (1.834276, 3.217508, 1.693825)
H (3.393519, 1.705414, 3.934607)
H (1.724971, 1.029108, 3.854964)
H (3.029729, -0.084768, 3.496729)
H (-1.935755, 4.279215, 1.152844)
H (-1.145626, 3.182878, 2.338208)
H (-0.203476, 3.756623, 0.936418)
H (-4.175516, 2.113676, 0.488314)
H (-3.538431, 0.427503, 0.039257)
H (-3.430001, 0.995834, 1.712382)
H (1.654828, -1.742601, 1.990721)
Br (-1.470154, -2.893262, -3.162778)
C (-1.929437, -4.147562, -1.831459)
C (-2.551589, -5.371418, -2.153255)
C (-2.904571, -6.270513, -1.130001)
C (-2.694667, -5.926540, 0.209588)
C (-2.052982, -4.713908, 0.520313)
C (-1.655769, -3.828031, -0.489712)
C (-0.958447, -2.524022, -0.120562)
O (0.297034, -2.574799, 0.134114)
O (-1.626488, -1.441579, -0.057628)
H (-2.730484, -5.626146, -3.208626)
H (-3.341996, -7.236675, -1.393444)
H (-3.030470, -6.592149, 1.005569)
H (-1.860429, -4.428087, 1.543031)

Forces on the atoms, in the same order (eV/Å):
C -0.16 -0.20 -0.39
C 0.02 -0.28 0.49
C 0.44 0.84 -1.25
C -0.77 -0.43 1.51
C 0.42 0.33 -0.89
C -0.45 0.27 0.12
C -1.34 -0.64 0.84
C 0.70 -0.50 -0.03
N 2.50 1.07 1.62
V -0.24 -4.48 -1.62
C 0.40 -0.43 -1.44
P -0.11 -0.26 1.57
H -0.23 0.31 -0.06
H 0.31 0.02 0.18
H -0.36 -0.20 0.47
H 0.16 0.44 0.55
H 0.12 -0.61 0.36
H 0.19 0.61 0.19
H -0.49 -0.02 -0.04
H 1.37 2.00 -0.48
C -0.58 0.88 0.12
C -0.62 0.78 -0.25
H -0.60 1.19 0.00
C 0.22 0.39 -0.08
C -0.44 -0.32 -0.22
H 1.48 -1.14 -0.50
H -0.08 -0.12 -0.72
H 0.33 -0.19 0.38
H -0.55 -0.15 0.27
H -0.25 -0.84 -0.14
H 0.24 0.19 -0.29
H 0.22 0.64 0.28
H 0.58 -0.33 0.02
H -0.13 -0.06 -0.55
H -0.64 -0.26 -0.04
H -0.17 -0.64 -0.05
H -0.01 0.45 0.08
H -0.10 0.32 -0.45
H -1.13 0.33 0.26
Br 0.00 -0.11 -0.22
C -0.44 -0.81 0.91
C 0.34 0.21 0.06
C 0.15 0.53 -0.16
C 0.29 0.49 -0.25
C -0.25 -0.29 -0.69
C -0.23 0.04 -0.26
C 1.12 0.06 0.06
O -2.28 0.46 -0.49
O 0.69 -0.21 0.55
H 0.09 0.16 0.61
H 0.06 0.38 0.09
H 0.20 0.17 -0.21
H 0.01 -0.08 0.14

=====

(2)
Entry from OMol25: a cluster of 3 separate species, C20H27FNO10P in total (ωB97M-V/def2-TZVPD).

Output
**Structure (SMILES)**: CCCCNC1=C([PH2]=O)C(=O)C(CC(=O)F)=CC1=O.C[C@@H]1COC(=O)O1.C[C@@H]1COC(=O)O1
**DFT total energy**: -2026.694219 Ha

CARTESIAN COORDINATES (ANGSTROEM)
C (-6.754791, -2.805253, -1.530784)
C (-5.669326, -2.139768, -2.364420)
C (-5.269986, -0.714749, -1.927257)
C (-5.389564, -0.378911, -0.447287)
N (-4.581128, -1.215004, 0.467153)
C (-3.226962, -1.435418, 0.089378)
C (-2.246167, -0.517259, 0.050282)
P (-2.427588, 1.204193, 0.607928)
O (-1.378224, 1.638800, 1.556701)
C (-0.875390, -0.846114, -0.408949)
O (-0.082969, 0.029547, -0.693340)
C (-0.520356, -2.270644, -0.593328)
C (0.913629, -2.555430, -0.913537)
C (1.269858, -2.038853, -2.276243)
O (0.561229, -1.955350, -3.212193)
F (2.555562, -1.672360, -2.347589)
C (-1.473047, -3.200577, -0.502916)
C (-2.886606, -2.873676, -0.232860)
O (-3.733493, -3.736746, -0.261869)
H (-7.737421, -2.385443, -1.747305)
H (-6.561082, -2.753912, -0.464181)
H (-6.805404, -3.863398, -1.787391)
H (-4.785049, -2.766340, -2.432758)
H (-6.047469, -2.052557, -3.384045)
H (-5.909511, -0.006628, -2.454506)
H (-4.251580, -0.491805, -2.254445)
H (-6.430777, -0.502177, -0.149540)
H (-5.161960, 0.686536, -0.327926)
H (-4.563668, -0.768832, 1.378348)
H (-2.505030, 1.963586, -0.571401)
H (-3.701500, 1.241732, 1.193828)
H (1.557983, -2.066409, -0.182851)
H (1.111767, -3.623976, -0.852432)
H (-1.255797, -4.249088, -0.660550)
C (5.406037, -0.814330, -0.793417)
C (6.723739, -0.113279, -0.992531)
C (6.737876, 0.984183, -2.032832)
O (8.104975, 0.970358, -2.465428)
C (8.589353, -0.281579, -2.269441)
O (9.626800, -0.678798, -2.682074)
O (7.712319, -1.010525, -1.534801)
H (5.532782, -1.688863, -0.155931)
H (4.689174, -0.141831, -0.321984)
H (4.996507, -1.151554, -1.744888)
H (7.111466, 0.260451, -0.040284)
H (6.478144, 1.965765, -1.645493)
H (6.101336, 0.743597, -2.887681)
C (1.493057, 5.028649, 2.586989)
C (1.647505, 3.803915, 3.449284)
C (0.370757, 3.078608, 3.800387)
O (0.718346, 2.466152, 5.056593)
C (1.675289, 3.224363, 5.638666)
O (2.056947, 3.098001, 6.755885)
O (2.141201, 4.147832, 4.761297)
H (2.434866, 5.572402, 2.520752)
H (1.185778, 4.738476, 1.582582)
H (0.745156, 5.704292, 3.003449)
H (2.367575, 3.110396, 3.004464)
H (0.071089, 2.334131, 3.071240)
H (-0.456258, 3.771469, 3.973481)

Forces on the atoms, in the same order (eV/Å):
C -0.01 -0.27 -0.14
C -0.04 0.36 -0.08
C 0.02 -0.19 0.05
C -0.26 -0.11 -0.12
N 0.44 0.29 -0.06
C -0.11 -0.03 -0.03
C -0.41 0.25 0.22
P 0.61 0.04 0.37
O -0.04 -0.02 -0.05
C 0.08 0.12 -0.33
O -0.14 -0.10 0.13
C -0.19 -0.44 0.10
C 0.01 0.19 0.46
C -0.23 -0.10 0.05
O -0.17 0.04 -0.30
F 0.36 0.03 0.00
C 0.44 0.10 -0.09
C -0.23 -0.23 -0.13
O 0.20 0.27 0.08
H -0.03 0.13 0.11
H 0.07 0.04 0.11
H -0.04 -0.03 -0.01
H 0.05 -0.16 0.18
H 0.13 -0.08 -0.12
H -0.03 0.16 0.08
H 0.03 -0.04 -0.14
H 0.00 -0.03 0.13
H 0.10 0.07 0.00
H -0.22 -0.11 0.06
H -0.23 -0.05 -0.03
H -0.17 0.02 -0.31
H 0.03 0.01 -0.01
H 0.04 -0.08 -0.18
H -0.06 -0.05 -0.02
C 0.04 -0.18 -0.10
C -0.11 -0.07 0.04
C 0.05 0.08 -0.05
O -0.10 0.02 -0.01
C -0.08 -0.01 0.04
O 0.05 -0.02 -0.03
O 0.04 0.05 0.05
H 0.02 0.05 0.06
H 0.00 0.03 0.00
H 0.01 0.04 -0.03
H 0.01 0.01 0.00
H 0.13 0.03 -0.01
H -0.06 -0.02 0.03
C 0.03 0.14 0.14
C -0.01 0.14 -0.06
C 0.03 -0.09 0.03
O -0.07 0.04 -0.08
C 0.00 0.03 -0.08
O 0.01 0.00 0.06
O 0.03 -0.07 -0.04
H 0.02 -0.05 -0.04
H -0.02 -0.02 -0.01
H -0.02 -0.03 0.01
H 0.00 -0.01 0.01
H -0.01 -0.12 0.12
H 0.01 0.04 -0.03

=====

(3)
Entry from OMol25: a structure of composition C20H27N2O3PSW at a distorted geometry (ωB97M-V/def2-TZVPD).

Output
**Energy relative to the best compared isomer or geometry (same formula, charge and spin)**: 0.0 kcal per mole
**Charge**: +2
**Multiplicity**: 3
**DFT total energy**: -1919.372691 Ha

CARTESIAN COORDINATES (ANGSTROEM)
C (-4.176420, -1.322378, 0.838752)
C (-3.457599, -1.837724, -0.239385)
C (-2.188446, -1.331143, -0.515480)
C (-1.608214, -0.409012, 0.362336)
C (-2.367069, 0.178359, 1.379717)
C (-3.647951, -0.323040, 1.651673)
C (-1.405517, -1.629490, -1.749488)
C (-0.690377, -0.331567, -2.210322)
N (-1.302356, 0.139675, -3.443607)
W (0.292903, 0.347169, -0.358328)
C (-1.770138, 1.366990, 2.077818)
P (-0.511072, 2.110226, 0.915854)
H (-3.870445, -2.606403, -0.894201)
H (-4.214541, 0.101727, 2.484946)
H (-5.174682, -1.702838, 1.040223)
H (-1.243502, 1.072501, 3.001341)
H (-2.528675, 2.132746, 2.310354)
H (-0.631854, -2.396052, -1.556844)
H (-2.060632, -1.979565, -2.568527)
H (-0.946115, 0.622877, -1.481755)
C (0.520653, 3.214685, 1.869050)
C (-1.587555, 3.184524, -0.094409)
H (0.420236, -0.455581, -2.313418)
C (-2.483199, 0.945164, -3.228387)
C (-0.422438, 0.629120, -4.468434)
H (1.366947, 1.714128, -0.558317)
H (-2.980009, 1.086127, -4.197383)
H (-3.180359, 0.441862, -2.544179)
H (-2.255711, 1.943608, -2.801847)
H (-1.041187, 0.890136, -5.340366)
H (0.162903, 1.517556, -4.153120)
H (0.275259, -0.169157, -4.758983)
H (-1.968256, 3.977149, 0.564519)
H (-0.992116, 3.614200, -0.912092)
H (-2.427564, 2.612300, -0.514364)
H (-0.106888, 3.914713, 2.432410)
H (1.147900, 2.622859, 2.544629)
H (1.165329, 3.774658, 1.181394)
H (0.612384, 1.789052, -1.252609)
O (1.522848, -2.742538, -0.658880)
C (1.985410, -2.092700, 0.281964)
N (1.401932, -0.894519, 0.754017)
S (1.718062, -0.670156, 2.497336)
O (2.090324, 0.690126, 2.798728)
O (0.669051, -1.322358, 3.238776)
C (3.210345, -1.604407, 2.286060)
C (4.391824, -1.376591, 2.992907)
C (5.573304, -1.952451, 2.496898)
C (5.535207, -2.784283, 1.364570)
C (4.340983, -3.007759, 0.679551)
C (3.192579, -2.326426, 1.097830)
H (4.394121, -0.731025, 3.872950)
H (6.531176, -1.734508, 2.975356)
H (6.460902, -3.228126, 0.998179)
H (4.258304, -3.672444, -0.175411)

Forces on the atoms, in the same order (eV/Å):
C -0.01 -0.36 0.10
C 0.35 0.04 -0.07
C -0.15 -0.21 0.30
C -0.33 1.63 -0.47
C -0.19 -0.19 0.26
C 0.62 0.44 0.06
C -0.10 -0.62 0.28
C -1.65 0.11 -3.15
N 0.88 -0.60 1.16
W 1.87 -5.47 3.41
C 0.51 0.12 0.20
P -2.84 1.04 2.16
H -0.05 0.27 0.20
H 0.06 -0.19 -0.38
H 0.15 0.09 -0.04
H -0.23 0.11 -0.16
H 0.35 -0.23 0.06
H -0.34 0.22 -0.14
H 0.49 0.29 0.33
H -1.46 0.04 -1.40
C 0.64 0.06 -0.04
C 0.29 -0.01 -0.29
H -0.10 -0.15 -0.70
C -0.62 -0.04 0.01
C 0.64 0.20 -0.44
H -0.60 1.10 -1.08
H 0.06 0.00 0.39
H 0.10 0.06 -0.19
H 0.12 -0.18 -0.13
H 0.40 -0.05 0.28
H -0.20 -0.11 -0.17
H -0.16 0.30 -0.02
H 0.11 -0.12 -0.26
H -0.32 0.13 0.17
H 0.28 0.14 0.20
H 0.04 -0.16 -0.14
H -0.16 0.24 -0.10
H -0.05 0.04 0.20
H 1.57 1.18 -0.14
O 0.85 1.74 1.45
C -0.33 -1.69 -0.97
N -1.22 1.66 0.39
S 0.92 -0.92 0.40
O -0.78 -0.54 -0.63
O 0.74 0.72 -1.00
C 0.69 0.55 0.07
C -0.09 -0.17 -0.01
C -0.42 -0.04 -0.16
C -0.06 0.07 0.20
C -0.36 0.09 0.14
C 0.46 -0.54 0.09
H 0.06 -0.24 -0.26
H -0.39 -0.13 -0.09
H -0.29 0.04 0.13
H 0.26 0.24 -0.03

=====

(4)
Entry from OMol25: an isolated molecule of C20H27N3O at a distorted geometry (ωB97M-V/def2-TZVPD).

Output
**Energy relative to the best compared isomer or geometry (same formula, charge and spin)**: 30.2 kcal per mole
**Structure (SMILES)**: C=C(C)[C@H]1CC=C(C)/C(=N/NC(=O)CNc2ccc(C)cc2C)C1
**DFT total energy**: -1017.787466 Ha

CARTESIAN COORDINATES (ANGSTROEM)
C (3.223630, -2.751589, -1.112135)
C (3.115480, -1.575896, -0.516318)
C (3.420608, -1.404240, 0.943964)
C (2.685189, -0.305146, -1.215879)
C (3.005548, -0.270994, -2.712469)
C (2.027266, -1.040724, -3.539534)
C (0.826627, -1.445381, -3.115722)
C (-0.100235, -2.257965, -3.963711)
C (0.372839, -1.118816, -1.768878)
N (-0.689299, -1.701253, -1.370019)
N (-1.210435, -1.487964, -0.148481)
C (-2.445316, -1.932756, 0.200645)
O (-3.191630, -2.561524, -0.509614)
C (-2.820354, -1.559438, 1.644464)
N (-1.925663, -0.600823, 2.253462)
C (-1.997023, 0.754846, 1.928547)
C (-2.645541, 1.198633, 0.778962)
C (-2.633392, 2.537272, 0.433375)
C (-1.976133, 3.471122, 1.218495)
C (-1.975946, 4.927720, 0.863878)
C (-1.328259, 3.021515, 2.362710)
C (-1.321707, 1.688324, 2.731777)
C (-0.598033, 1.250567, 3.973764)
C (1.177079, -0.083071, -1.022813)
H (3.523210, -3.629174, -0.563651)
H (3.017007, -2.895121, -2.157112)
H (3.594673, -2.364403, 1.421834)
H (2.601008, -0.902485, 1.457188)
H (4.311844, -0.788392, 1.069103)
H (3.211663, 0.527135, -0.732103)
H (2.999881, 0.771651, -3.052732)
H (4.014130, -0.655871, -2.883590)
H (2.344702, -1.269780, -4.548270)
H (-0.308124, -3.204969, -3.471803)
H (-1.051058, -1.742214, -4.075118)
H (0.330064, -2.442367, -4.944497)
H (-0.718520, -0.921720, 0.542255)
H (-3.867535, -1.224509, 1.633537)
H (-2.780350, -2.486902, 2.221775)
H (-1.767248, -0.763578, 3.236373)
H (-3.162733, 0.498164, 0.142227)
H (-3.145511, 2.853269, -0.463772)
H (-2.740176, 5.453959, 1.437105)
H (-1.014330, 5.382542, 1.093391)
H (-2.189276, 5.068822, -0.192901)
H (-0.809175, 3.736593, 2.986276)
H (-0.102644, 2.098689, 4.438947)
H (-1.290962, 0.826014, 4.702790)
H (0.156501, 0.497637, 3.743372)
H (0.941785, -0.075056, 0.043944)
H (0.905873, 0.899646, -1.423038)

Forces on the atoms, in the same order (eV/Å):
C 0.06 -0.16 -0.05
C 0.07 0.22 0.16
C -0.02 -0.11 -0.09
C 0.08 -0.01 -0.19
C -0.01 0.10 0.18
C -0.20 0.05 0.07
C 0.22 -0.13 -0.60
C 0.08 0.03 0.00
C 0.01 0.34 0.71
N -0.36 -0.51 -0.70
N 0.85 0.67 0.54
C -0.06 -0.08 0.16
O -0.16 -0.05 0.01
C -0.14 -0.04 -0.19
N 0.07 -0.21 0.45
C 0.01 0.37 -0.15
C -0.05 -0.21 0.14
C 0.09 0.14 0.11
C -0.01 0.00 -0.11
C -0.07 -0.01 0.06
C -0.12 -0.12 -0.13
C 0.02 -0.03 0.08
C -0.08 0.02 -0.16
C -0.09 -0.03 0.18
H 0.06 -0.14 0.19
H -0.03 0.02 -0.22
H 0.01 -0.05 0.09
H -0.06 0.07 0.11
H 0.04 0.08 0.05
H -0.06 -0.08 -0.03
H 0.09 -0.01 0.00
H 0.00 0.05 0.00
H -0.08 -0.09 -0.14
H -0.09 -0.10 -0.03
H -0.13 -0.03 -0.03
H 0.04 -0.01 -0.07
H -0.19 -0.23 -0.21
H 0.14 -0.06 -0.08
H -0.01 0.09 -0.06
H 0.01 -0.04 -0.11
H -0.07 -0.05 -0.07
H -0.05 0.04 -0.10
H -0.02 0.11 -0.02
H 0.04 0.09 -0.03
H 0.00 0.07 -0.06
H 0.08 0.07 0.09
H 0.03 0.01 0.06
H 0.01 -0.06 0.11
H 0.07 -0.09 0.05
H 0.00 0.06 -0.03
H -0.03 0.02 0.07